w | Density functional theory data (the ωB97M-V functional and the def2-TZVPD basis) for C6H12N2O as an isolated structure.

Values from the calculation:
Kohn-Sham gap = 8.803 eV
HOMO = -7.946 eV
E_LUMO = 0.86 eV

Positions of all 21 atoms, in Å:
C (-0.54, -0.43, 0.79)
C (-1.17, 0.35, -0.89)
C (2.53, -0.13, -0.95)
C (-1.30, -1.67, 1.16)
C (-0.60, 0.71, 1.79)
N (1.30, 0.31, -0.33)
C (0.02, 0.92, -1.41)
O (0.72, -0.74, 0.39)
N (0.48, 1.75, -2.23)
H (-0.21, 2.13, -2.87)
H (-1.50, -0.55, -1.40)
H (-1.96, 1.03, -0.60)
H (2.42, -1.09, -1.46)
H (3.34, -0.21, -0.21)
H (2.79, 0.64, -1.67)
H (-1.12, -2.46, 0.43)
H (-1.00, -2.04, 2.15)
H (-2.37, -1.45, 1.20)
H (-0.05, 0.43, 2.69)
H (-1.64, 0.91, 2.05)
H (-0.16, 1.60, 1.37)

natural (NBO) atomic charge list, values in e, 8 entries:
1 C 0.4009
2 C -0.5918
3 C -0.4348
4 C -0.6552
5 C -0.6754
6 N -0.2086
7 C 0.4513
8 O -0.4132

---

x | Density functional theory data (the ωB97M-V functional and the def2-TZVPD basis) for C6H12N2O as an isolated structure.

Values from the calculation:
Kohn-Sham gap = 9.041 eV
HOMO = -8.295 eV
E_LUMO = 0.75 eV

Positions of all 21 atoms, in Å:
C (1.17, 0.44, -0.39)
C (0.07, -0.61, -0.11)
C (0.31, -0.13, -1.49)
C (-1.21, 0.48, 0.69)
C (1.43, 1.83, 0.09)
C (-0.27, -1.99, 0.34)
N (-2.50, 0.30, 0.13)
N (1.96, -0.66, 0.03)
O (2.74, -0.51, 1.00)
H (-2.58, 0.63, -0.82)
H (-2.86, -0.64, 0.20)
H (-0.40, 0.56, -1.93)
H (0.77, -0.80, -2.21)
H (-0.98, 1.54, 0.69)
H (-1.18, 0.11, 1.71)
H (1.35, 1.88, 1.18)
H (2.47, 2.04, -0.13)
H (0.73, 2.54, -0.34)
H (-0.13, -2.07, 1.42)
H (-1.30, -2.26, 0.09)
H (0.41, -2.69, -0.14)

natural (NBO) atomic charge list, values in e, 8 entries:
1 C 0.1080
2 C 0.0263
3 C -0.4345
4 C -0.1847
5 C -0.6529
6 C -0.6116
7 N -0.8260
8 N 0.0784

---

y | Density functional theory data (the ωB97M-V functional and the def2-TZVPD basis) for one molecule with the formula C6H12N2O.

Values from the calculation:
Kohn-Sham gap = 8.124 eV
HOMO = -7.201 eV
SMILES = C=C(/C(O)=C\N)[C@H](C)N
E_LUMO = 0.92 eV

Positions of all 21 atoms, in Å:
C (1.83, -0.15, 1.20)
C (0.83, -0.64, 0.47)
C (0.67, -0.71, -0.96)
O (0.38, -1.98, -1.40)
C (0.71, 0.35, -1.81)
N (1.06, 1.65, -1.49)
C (-0.83, -0.44, 1.08)
C (-2.00, -0.48, 0.12)
N (-0.96, 0.69, 1.94)
H (2.87, -0.32, 0.92)
H (1.68, 0.27, 2.20)
H (0.30, -1.95, -2.37)
H (0.75, 0.16, -2.88)
H (1.07, 1.84, -0.49)
H (0.57, 2.37, -2.02)
H (-0.82, -1.35, 1.69)
H (-1.95, -1.36, -0.53)
H (-2.04, 0.41, -0.51)
H (-2.95, -0.56, 0.68)
H (-0.84, 1.55, 1.42)
H (-0.32, 0.65, 2.72)

natural (NBO) atomic charge list, values in e, 8 entries:
1 C -0.3939
2 C -0.0257
3 C 0.1823
4 O -0.6861
5 C -0.1203
6 N -0.8281
7 C -0.0343
8 C -0.6336

---

z | Density functional theory data (the ωB97M-V functional and the def2-TZVPD basis) for a 2-piece molecular cluster, C6H12N2O overall.

Values from the calculation:
Kohn-Sham gap (alpha / beta) = 8.226 / 7.587 eV
HOMO (alpha / beta) = -7.355 / -6.706 eV
E_LUMO (alpha / beta) = 0.87 / 0.88 eV

Positions of all 21 atoms, in Å:
C (0.91, 0.53, 0.88)
C (0.04, -2.22, -0.72)
C (-1.32, 1.90, -1.43)
C (2.36, 0.17, 0.77)
C (0.14, 0.33, 2.13)
N (-0.91, 1.46, -0.12)
C (-1.17, -2.00, -1.11)
O (0.36, 1.05, -0.16)
N (-2.30, -1.65, -1.35)
H (-2.89, -2.13, -2.04)
H (0.88, -1.79, -1.23)
H (0.24, -2.85, 0.13)
H (-0.47, 1.93, -2.13)
H (-1.75, 2.90, -1.34)
H (-2.09, 1.22, -1.82)
H (2.70, 0.33, -0.26)
H (2.95, 0.80, 1.44)
H (2.53, -0.87, 1.04)
H (-0.07, 1.29, 2.60)
H (0.67, -0.30, 2.84)
H (-0.83, -0.11, 1.88)

natural (NBO) atomic charge list, values in e, 8 entries:
1 C 0.4035
2 C -0.6771
3 C -0.4620
4 C -0.6684
5 C -0.7045
6 N -0.2952
7 C 0.4404
8 O -0.2299

---

Least stable structure: z

---

w | Density functional theory data (the ωB97M-V functional and the def2-TZVPD basis) for a 2-piece molecular cluster, C6H12N2O overall.

Values from the calculation:
Kohn-Sham gap = 7.803 eV
HOMO = -7.338 eV
SMILES = C=NC(=C)N.C/C=C\O
E_LUMO = 0.46 eV

Positions of all 21 atoms, in Å:
C (-1.32, 1.89, 1.11)
N (-0.69, 0.82, 0.83)
C (-1.36, -0.36, 0.30)
C (-1.09, -1.53, 0.93)
N (-2.62, -0.19, -0.31)
H (-2.40, 1.94, 1.23)
H (-0.86, 2.86, 0.95)
H (-0.14, -1.61, 1.43)
H (-1.70, -2.40, 0.79)
H (-2.77, 0.59, -0.92)
H (-3.37, -0.79, 0.00)
C (1.77, -0.88, -1.67)
C (1.14, 0.18, -0.82)
C (1.56, 0.57, 0.44)
O (2.54, -0.17, 1.07)
H (2.35, -0.41, -2.47)
H (1.01, -1.51, -2.13)
H (2.45, -1.54, -1.12)
H (0.46, 0.87, -1.31)
H (1.60, 1.57, 0.87)
H (3.43, 0.11, 0.81)

natural (NBO) atomic charge list, values in e, 8 entries:
1 C -0.0461
2 N -0.4146
3 C 0.2989
4 C -0.4428
5 N -0.8757
6 H 0.1433
7 H 0.1726
8 H 0.2213

---

x | Density functional theory data (the ωB97M-V functional and the def2-TZVPD basis) for one molecule with the formula C6H12N2O.

Values from the calculation:
Kohn-Sham gap = 7.649 eV
HOMO = -6.808 eV
SMILES = C/C(N)=C(C)\C(N)=C/O
E_LUMO = 0.84 eV

Positions of all 21 atoms, in Å:
C (-0.91, -1.40, -1.24)
C (-0.91, -0.45, -0.07)
N (-2.01, -0.63, 0.77)
C (-0.11, 0.68, 0.08)
C (-0.56, 1.99, 0.65)
C (1.27, 0.37, -0.10)
N (2.14, 1.29, -0.69)
C (1.62, -0.92, 0.23)
O (1.30, -1.60, 1.40)
H (-1.81, -1.25, -1.83)
H (-0.89, -2.44, -0.91)
H (-0.03, -1.24, -1.86)
H (-2.15, 0.03, 1.51)
H (-2.68, -1.35, 0.55)
H (0.26, 2.70, 0.63)
H (-0.86, 1.91, 1.70)
H (-1.42, 2.40, 0.10)
H (3.08, 0.95, -0.85)
H (1.77, 1.79, -1.49)
H (2.53, -1.36, -0.18)
H (0.36, -1.46, 1.60)

natural (NBO) atomic charge list, values in e, 8 entries:
1 C -0.6541
2 C 0.2538
3 N -0.8294
4 C -0.1998
5 C -0.6389
6 C 0.0844
7 N -0.8126
8 C 0.0321

---

Least stable structure: w

---

w | Density functional theory data (the ωB97M-V functional and the def2-TZVPD basis) for a 2-piece molecular cluster, C3H10NO3 overall.

Values from the calculation:
total charge = +1
Kohn-Sham gap = 11.428 eV
HOMO = -14.849 eV
E_LUMO = -3.42 eV

Positions of all 17 atoms, in Å:
O (-2.03, -1.03, -0.99)
C (-1.59, 0.09, -1.09)
C (-0.30, 0.42, -0.36)
C (0.76, 0.75, -1.44)
O (1.50, -0.41, -1.69)
N (0.10, -0.73, 0.48)
H (-2.05, 0.82, -1.76)
H (-0.47, 1.26, 0.32)
H (1.50, 1.48, -1.08)
H (0.28, 1.31, -2.23)
H (1.23, -0.83, -2.51)
H (-0.25, -1.58, 0.00)
H (1.11, -0.74, 0.54)
H (-0.49, -0.77, 1.32)
H (0.96, 0.14, 3.38)
H (-0.29, -0.19, 3.98)
O (0.03, 0.03, 3.13)

natural (NBO) atomic charge list, values in e, 8 entries:
1 O -0.4990
2 C 0.4164
3 C -0.1911
4 C -0.0881
5 O -0.7172
6 N -0.6831
7 H 0.1718
8 H 0.2548

---

x | Density functional theory data (the ωB97M-V functional and the def2-TZVPD basis) for a 2-piece molecular cluster, C3H10NO3 overall.

Values from the calculation:
total charge = +1
Kohn-Sham gap = 11.896 eV
HOMO = -15.228 eV
E_LUMO = -3.33 eV

Positions of all 17 atoms, in Å:
O (1.87, 0.96, -0.80)
C (0.54, 1.26, -0.85)
C (0.04, 0.90, 0.57)
N (0.11, -0.57, 0.79)
C (-1.00, -1.11, 1.61)
O (0.07, 1.99, -1.66)
H (2.25, 1.40, -1.58)
H (-0.98, 1.24, 0.74)
H (0.62, 1.55, 1.21)
H (0.09, -1.00, -0.16)
H (0.97, -0.86, 1.25)
H (-1.06, -2.19, 1.62)
H (-1.95, -0.63, 1.36)
H (-0.92, -0.71, 2.62)
H (-0.81, -0.21, -2.13)
H (0.34, -1.12, -2.68)
O (-0.19, -0.92, -1.91)

natural (NBO) atomic charge list, values in e, 8 entries:
1 O -0.6993
2 C 0.7776
3 C -0.3443
4 N -0.5153
5 C -0.4360
6 O -0.5288
7 H 0.5138
8 H 0.2463

---

Least stable structure: w